54
Properties=species:S:1:pos:R:3:lowdin_charge:R:1 method="wB97M-V/def2-TZVPD" gap_ha=0.197 de_lowest_kj_mol=0.0 e_lumo_ev=-9.412 charge=+2
C -2.3564 -3.0997 -1.7071 0.0123
H -2.5363 -3.3427 -2.7679 0.1112
H -3.3311 -2.9896 -1.2004 0.0964
H -1.8199 -3.9394 -1.2310 0.1113
C -1.5603 -1.8249 -1.5790 -0.2525
C -1.4371 -0.8686 -2.5799 0.0315
H -1.8991 -1.0475 -3.5532 0.1334
C -0.8105 0.3659 -2.3861 -0.2472
C -0.9122 1.3299 -3.5483 0.0172
H -1.5348 2.2070 -3.3055 0.1218
H -1.3849 0.7928 -4.3783 0.0929
H 0.0686 1.6864 -3.8950 0.1019
C 0.0730 2.1952 -1.1641 -0.3351
C 1.2068 2.7500 -1.7953 -0.0734
C 1.4350 4.1197 -1.7542 -0.0373
H 2.3510 4.5227 -2.2015 0.1264
C 0.4879 4.9569 -1.1457 -0.0288
H 0.6658 6.0290 -1.1239 0.1219
C -0.6591 4.4207 -0.5491 -0.0261
H -1.4272 5.0640 -0.1102 0.1303
C -0.8187 3.0403 -0.4793 -0.0304
C -1.0967 -2.3448 0.7398 -0.3063
C 0.1333 -2.4437 1.4789 -0.1760
C 0.0057 -2.6754 2.8825 -0.0298
H 0.9131 -2.7454 3.4733 0.1201
C -1.2485 -2.8321 3.4470 -0.0056
H -1.3374 -3.0068 4.5157 0.1376
C -2.4296 -2.7888 2.6836 0.0295
H -3.4133 -2.8764 3.1577 0.1462
C -2.3604 -2.6305 1.3089 0.0273
C 2.5069 -0.1144 -0.7103 -0.0521
H 2.3470 0.2371 -1.7344 0.1183
C 3.1352 -1.3431 -0.4957 0.0170
H 3.5370 -1.8987 -1.3462 0.1479
C 3.3089 -1.8334 0.8009 0.0509
H 3.7980 -2.7853 0.9988 0.1609
C 2.8194 -1.0906 1.8599 -0.2215
C 2.2808 0.1985 1.7146 -0.1182
H 2.2245 0.8430 2.5877 0.1454
C 2.1824 0.7273 0.3879 -0.2115
H 2.0856 1.8065 0.2719 0.1297
N -0.2158 0.7875 -1.2563 0.0046
N -0.8954 -1.6048 -0.4337 -0.0553
Nb 0.2084 -0.2793 0.7600 1.9589
H -1.6598 2.5797 0.0514 0.1175
H 1.8933 2.0742 -2.3192 0.1105
H 1.0278 -2.7392 0.9039 0.1312
H -3.2550 -2.6362 0.6699 0.1268
F 2.8340 -1.6266 3.1319 0.1001
O 0.3939 2.2228 1.9536 -0.3057
S -0.5871 1.4261 2.7165 0.4627
O -1.5886 2.1594 3.4446 -0.1953
O -1.3933 0.5953 1.4185 -0.4320
O 0.0452 0.2701 3.3914 -0.3112

=====

47
Properties=species:S:1:pos:R:3:lowdin_charge:R:1 method="wB97M-V/def2-TZVPD" multiplicity=5 gap_ha="0.155 / 0.213" de_lowest_kj_mol=0.0 e_lumo_ev="3.045 / 3.001" charge=-1 s_squared=6.108
C -1.5857 1.4353 3.2560 -0.2025
C -1.7575 1.6906 1.8347 -0.2199
C -0.9587 2.8580 1.4927 -0.1984
C -0.3085 3.3179 2.6995 -0.1966
C -0.6945 2.4464 3.7836 -0.1960
Fe 0.1277 1.3598 2.2682 0.2540
C 2.0408 1.0927 2.6053 -0.1981
C 1.2988 -0.0163 3.1204 -0.1894
C 0.5367 -0.5939 2.0305 -0.1525
C 0.8300 0.1159 0.8357 -0.2688
C 0.0473 -0.0639 -0.5209 -0.1625
C 1.0078 0.4366 -1.6833 -0.1479
C 0.2864 0.9186 -2.7793 -0.0403
C 0.9528 1.6543 -3.8017 -0.0999
C 2.3135 1.9843 -3.7438 -0.1206
C 2.9884 1.6173 -2.5740 -0.0892
C 2.3587 0.8166 -1.5644 -0.0487
C 1.7505 1.2021 1.1972 -0.1796
H -2.1751 0.7244 3.8404 0.0962
H -2.5143 1.2266 1.2039 0.0894
H -1.0099 3.4020 0.5501 0.0942
H 0.1768 4.2856 2.8174 0.0882
H -0.5232 2.6460 4.8434 0.0926
H 2.7829 1.6954 3.1531 0.1068
H 1.4049 -0.4394 4.1391 0.1048
H -0.0080 -1.5582 2.0595 0.1197
H -0.9308 0.6089 -0.4673 0.1572
H -0.8030 0.7923 -2.8455 0.1115
H 0.4029 1.9103 -4.7124 0.0880
H 2.8464 2.3927 -4.6070 0.0929
H 4.0668 1.8826 -2.4931 0.1006
H 2.9888 0.6099 -0.6698 0.1063
H 2.2938 1.9034 0.5505 0.1026
C -3.4282 -3.6484 -1.4200 -0.0676
C -2.0530 -3.1728 -1.1894 -0.3155
C -1.0821 -4.1053 -1.2338 -0.1323
C 0.2494 -3.7326 -1.0237 -0.0821
C 0.5904 -2.3982 -0.7996 -0.0656
N -0.3947 -1.4270 -0.8187 -0.0733
C -1.7197 -1.8033 -0.9509 -0.0073
H -4.1603 -2.8851 -1.4318 0.0630
H -3.4386 -4.1786 -2.3391 0.0693
H -3.6673 -4.3760 -0.6861 0.0706
H -1.3533 -5.0914 -1.4327 0.0788
H 1.0976 -4.4408 -1.0270 0.0986
H 1.6519 -2.0712 -0.5972 0.1433
H -2.5256 -1.0240 -0.8687 0.1259

=====

54
Properties=species:S:1:pos:R:3:lowdin_charge:R:1 method="wB97M-V/def2-TZVPD" gap_ha=0.211 de_lowest_kj_mol=27.3 e_lumo_ev=4.668 charge=-2
Li 0.0940 0.8153 -0.8736 0.6146
C -1.0263 -4.9318 -1.4817 -0.1420
O -0.6273 -3.5976 -1.4158 -0.1136
C 0.7094 -3.3600 -1.1327 -0.1953
C 1.6431 -4.3627 -1.0280 -0.0786
C 2.9791 -4.0567 -0.7316 -0.1570
C 3.3321 -2.7371 -0.5431 -0.1083
C 2.4058 -1.6940 -0.6396 -0.1525
C 2.8832 -0.3248 -0.5090 -0.1291
N 2.0985 0.6679 -0.3966 -0.0641
N 2.5848 1.9453 -0.3435 0.0253
C 1.7527 2.7685 -0.9634 -0.5359
O 0.7988 2.4446 -1.7221 -0.0998
C 2.0183 4.2262 -0.7377 -0.1409
C 3.2991 4.7539 -0.6066 -0.0526
C 3.4833 6.1194 -0.4366 -0.1255
C 2.3878 6.9715 -0.3824 -0.1384
C 1.1050 6.4458 -0.4888 -0.1017
C 0.9203 5.0838 -0.6668 -0.0131
C 1.0321 -1.9626 -0.9713 -0.3276
O 0.1444 -1.0763 -1.1402 -0.1110
H -0.5908 -5.4543 -2.3458 0.0850
H -2.1123 -4.9320 -1.5843 0.0812
H -0.7552 -5.4897 -0.5762 0.0882
H 1.3692 -5.3986 -1.1891 0.0817
H 3.7142 -4.8501 -0.6630 0.0697
H 4.3636 -2.4885 -0.3060 0.0894
H 3.9707 -0.1718 -0.5740 0.1041
H 4.1446 4.0791 -0.6448 0.0955
H 4.4859 6.5246 -0.3455 0.0818
H 2.5346 8.0390 -0.2547 0.0790
H 0.2439 7.1023 -0.4307 0.0905
H -0.0695 4.6455 -0.7382 0.1067
C -3.9087 1.8968 -0.5714 -0.0340
C -2.4684 2.2952 -0.1497 -0.7276
O -2.3164 3.4602 0.2444 -0.0487
O -1.5894 1.3881 -0.2409 -0.1599
H -3.9652 0.8463 -0.8507 0.0435
H -4.5828 2.0959 0.2631 0.0579
H -4.2084 2.5225 -1.4142 0.0573
N -2.5439 -1.4018 -0.0480 0.1250
C -2.3833 -1.8604 1.2328 -0.3096
C -2.5885 -3.2136 1.5531 -0.0532
C -2.5288 -3.6567 2.8626 -0.1348
C -2.2664 -2.7710 3.8999 -0.1525
C -2.0481 -1.4303 3.5940 -0.1161
C -2.1017 -0.9769 2.2899 -0.0198
H -2.2535 -2.0536 -0.7624 0.0717
H -2.1373 -0.4727 -0.2221 0.0467
H -2.7881 -3.9148 0.7497 0.0905
H -2.6842 -4.7098 3.0744 0.0842
H -2.2213 -3.1202 4.9251 0.0749
H -1.8259 -0.7281 4.3898 0.0911
H -1.9070 0.0607 2.0440 0.1079

=====

50
Properties=species:S:1:pos:R:3:lowdin_charge:R:1 method="wB97M-V/def2-TZVPD" smiles="CCOc1cccc(C(=O)Nc2ccc(NC(=O)c3ccccc3)c(C)c2)c1" gap_ha=0.324 de_lowest_kj_mol=104.5 e_lumo_ev=0.682 charge=0
C -8.8536 -0.3982 1.9428 -0.0635
C -8.6020 -0.9925 0.5598 -0.2460
O -7.2358 -1.2714 0.3276 -0.0428
C -6.3765 -0.2678 0.0203 -0.2520
C -6.7193 1.0674 -0.1746 -0.0199
C -5.7419 1.9879 -0.5167 -0.0730
C -4.4195 1.6127 -0.6471 -0.0514
C -4.0641 0.2800 -0.4426 -0.1340
C -5.0419 -0.6482 -0.1268 0.0689
H -4.7728 -1.6838 0.0072 0.1332
C -2.6620 -0.2171 -0.5960 -0.4131
O -2.4145 -1.3215 -1.0313 0.0873
N -1.7226 0.6867 -0.1874 0.1347
C -0.3300 0.5791 -0.2009 -0.2108
C 0.3366 -0.5584 -0.6388 0.0408
C 1.7227 -0.6298 -0.6486 -0.1844
C 2.4531 0.4678 -0.1847 -0.1952
C 1.7885 1.6173 0.2313 -0.0184
C 0.4121 1.6787 0.2274 -0.0285
H -0.0898 2.5769 0.5593 0.1086
H 2.3627 2.4692 0.5681 0.1126
N 3.8659 0.4741 -0.1635 0.1327
C 4.6646 -0.4390 0.4561 -0.4341
O 4.2518 -1.4316 1.0192 0.0796
C 6.1251 -0.1332 0.3552 -0.1361
C 6.6402 1.1567 0.4345 -0.0406
C 8.0057 1.3656 0.3547 -0.0818
C 8.8670 0.2937 0.1903 -0.0850
C 8.3619 -0.9946 0.1256 -0.0726
C 6.9994 -1.2073 0.2171 -0.0164
H 6.5889 -2.2052 0.1822 0.1193
H 9.0319 -1.8333 0.0090 0.1045
H 9.9315 0.4629 0.1230 0.1024
H 8.3994 2.3693 0.4241 0.1031
H 5.9869 2.0043 0.5932 0.1085
H 4.2983 1.3381 -0.4571 0.1319
C 2.3966 -1.8536 -1.1765 -0.0313
H 1.6837 -2.4870 -1.6966 0.0814
H 2.8388 -2.4157 -0.3542 0.0754
H 3.2029 -1.5827 -1.8577 0.0889
H -0.2393 -1.3988 -0.9887 0.1049
H -2.0706 1.5545 0.1960 0.1296
H -3.6844 2.3465 -0.9446 0.1084
H -6.0260 3.0168 -0.6834 0.1066
H -7.7393 1.4048 -0.0797 0.1044
H -9.0926 -1.9668 0.4821 0.1237
H -9.0048 -0.3417 -0.2261 0.1160
H -8.3524 0.5604 2.0535 0.0666
H -9.9207 -0.2583 2.0927 0.0770
H -8.4746 -1.0727 2.7062 0.0799